DFT (ωB97M-V/def2-TZVPD) results for a molecular structure, C45H49N6O2PSiW.

```
! RIJCOSX wB97M-V def2-TZVPD def2/J DEFGRID3
* xyz 2 3
W 0.63 0.80 0.03
C 2.29 4.83 -1.28
C 2.18 3.53 -0.76
N 1.03 3.01 -0.36
C -0.08 3.81 -0.35
C -0.08 5.09 -0.92
C 1.15 5.59 -1.39
C -1.29 5.82 -0.98
C -2.42 5.27 -0.46
C -2.40 4.01 0.17
C -1.24 3.28 0.28
N -1.06 2.04 0.88
C -1.71 1.75 2.05
C -2.35 2.76 2.82
C -2.88 2.49 4.05
C -2.78 1.23 4.65
C -2.17 0.21 3.98
C -1.92 -1.11 4.71
C 0.74 -2.19 4.02
C 0.50 -0.73 3.92
N 0.83 0.47 1.96
C -1.69 0.45 2.65
H 3.26 5.20 -1.57
H 3.04 2.88 -0.70
H 1.19 6.59 -1.82
H -1.29 6.81 -1.42
H -3.36 5.81 -0.51
H -3.32 3.62 0.59
H -2.38 3.77 2.46
H -3.32 3.31 4.61
H -3.14 1.08 5.67
H -2.16 -0.88 5.75
H 1.46 -2.43 4.79
H 1.21 -0.01 4.32
O 3.64 1.57 1.33
C 3.29 0.63 0.67
O 2.69 0.75 -0.55
C 3.34 -0.82 1.13
P 1.88 -1.62 0.34
C 2.65 -2.63 -0.98
C 3.82 -2.17 -1.61
C 4.40 -2.89 -2.65
C 3.84 -4.09 -3.07
C 2.70 -4.56 -2.44
C 2.11 -3.84 -1.41
C 0.89 -2.70 1.37
C 0.96 -3.17 2.84
C 0.04 -4.34 3.05
C -1.10 -4.43 2.39
C -1.43 -3.42 1.33
C -0.19 -2.99 0.65
H 3.30 -0.87 2.22
H 4.27 -1.28 0.79
H 4.29 -1.25 -1.30
H 5.32 -2.53 -3.10
H 4.30 -4.66 -3.86
H 2.27 -5.51 -2.74
H 1.25 -4.26 -0.91
H 1.99 -3.51 2.99
H 0.30 -5.05 3.83
H -1.81 -5.23 2.59
H -2.15 -3.85 0.63
H -0.24 -2.76 -0.41
C -1.34 -1.61 -2.31
Si -2.15 -0.59 -0.95
C -2.61 1.09 -1.63
C -3.82 -1.39 -0.69
N -0.99 -0.48 0.38
C -1.20 -0.79 1.79
C -2.10 -2.08 1.87
C -2.99 -2.49 3.00
C -2.89 -2.15 4.27
C -0.42 -1.48 4.80
C -0.05 -0.32 2.61
H -1.62 -1.26 -3.30
H -1.66 -2.65 -2.25
H -0.26 -1.62 -2.22
H -3.09 0.92 -2.61
H -1.82 1.81 -1.76
H -3.36 1.56 -0.99
H -4.36 -1.22 -1.63
H -4.41 -0.94 0.11
H -3.80 -2.47 -0.53
H -2.81 -1.82 1.10
H -3.74 -3.21 2.70
H -3.57 -2.57 5.00
H -0.11 -1.48 5.83
H 1.48 0.99 2.54
N 1.39 1.13 -5.42
C 0.73 2.30 -4.73
C 0.04 1.83 -3.46
N 0.93 1.10 -2.55
C 1.58 -0.01 -3.25
C 2.34 0.42 -4.48
H 1.87 1.44 -6.26
H 0.67 0.47 -5.72
H 0.04 2.76 -5.44
H 1.54 3.00 -4.51
H -0.81 1.19 -3.70
H -0.36 2.71 -2.95
H 1.66 1.74 -2.23
H 0.82 -0.74 -3.53
H 2.27 -0.51 -2.57
H 2.77 -0.42 -5.03
H 3.13 1.14 -4.26
*
```

Computed properties:
Total energy, eV: -79473.989
Expectation value of S²: 2.018


DFT (ωB97M-V/def2-TZVPD) results for 9 unconnected molecules or ions with the total composition C45H50N6O21S.

```
! RIJCOSX wB97M-V def2-TZVPD def2/J DEFGRID3
* xyz 0 1
O -35.19 4.58 4.58
N -34.36 5.24 3.98
O -33.65 4.80 3.09
C -34.18 6.65 4.36
C -35.14 7.24 5.15
C -35.07 8.60 5.39
C -33.98 9.32 4.94
C -33.02 8.70 4.15
C -33.12 7.36 3.82
H -35.93 6.60 5.53
H -35.85 9.12 5.92
H -33.86 10.36 5.23
H -32.17 9.26 3.78
H -32.31 6.87 3.30
O -29.94 0.83 0.00
N -29.92 1.62 -0.92
O -29.70 1.33 -2.08
C -30.17 3.03 -0.60
C -30.75 3.34 0.60
C -30.98 4.67 0.91
C -30.68 5.66 -0.02
C -30.15 5.31 -1.26
C -29.89 3.99 -1.56
H -30.98 2.54 1.28
H -31.43 4.94 1.85
H -30.94 6.69 0.17
H -29.88 6.09 -1.96
H -29.52 3.71 -2.54
O -30.58 0.39 9.45
N -31.26 1.37 9.20
O -32.40 1.33 8.79
C -30.65 2.69 9.44
C -29.61 2.80 10.34
C -29.09 4.06 10.59
C -29.64 5.18 9.98
C -30.66 5.03 9.03
C -31.22 3.79 8.83
H -29.16 1.91 10.75
H -28.26 4.22 11.26
H -29.16 6.15 10.06
H -31.07 5.90 8.53
H -32.10 3.70 8.22
O -23.64 3.07 8.77
N -24.37 2.43 8.04
O -24.36 2.49 6.82
C -25.35 1.55 8.67
C -25.87 0.49 7.97
C -26.77 -0.37 8.58
C -27.10 -0.19 9.91
C -26.61 0.91 10.60
C -25.76 1.81 9.97
H -25.56 0.37 6.94
H -27.21 -1.14 7.95
H -27.77 -0.87 10.43
H -26.91 1.16 11.61
H -25.34 2.64 10.53
O -30.81 -2.12 2.63
N -30.17 -1.08 2.67
O -30.60 -0.03 3.12
C -28.79 -1.10 2.16
C -28.06 0.08 2.18
C -26.78 0.06 1.67
C -26.21 -1.13 1.22
C -26.95 -2.30 1.24
C -28.23 -2.30 1.79
H -28.52 1.01 2.47
H -26.23 0.99 1.66
H -25.21 -1.11 0.81
H -26.58 -3.25 0.87
H -28.85 -3.18 1.84
O -26.47 -1.24 5.20
N -26.31 -2.35 4.71
O -25.27 -2.74 4.22
C -27.46 -3.25 4.73
C -28.56 -2.88 5.45
C -29.66 -3.74 5.51
C -29.62 -4.93 4.81
C -28.53 -5.23 4.00
C -27.40 -4.44 4.03
H -28.51 -2.06 6.16
H -30.53 -3.55 6.12
H -30.42 -5.65 4.85
H -28.58 -6.14 3.41
H -26.53 -4.73 3.45
C -28.04 1.82 5.41
C -29.46 1.97 5.87
O -29.91 3.33 6.00
S -30.89 3.86 4.85
C -32.26 2.77 5.11
O -31.26 5.17 5.27
O -30.26 3.58 3.61
H -27.32 2.22 6.14
H -27.77 2.30 4.48
H -27.82 0.75 5.43
H -30.04 1.45 5.10
H -29.66 1.45 6.80
H -31.98 1.80 4.71
H -33.15 3.20 4.65
H -32.36 2.66 6.19
C -35.17 1.91 7.13
O -34.91 3.22 7.64
C -34.82 3.31 8.96
O -35.24 2.53 9.77
O -34.22 4.47 9.25
C -34.37 4.91 10.62
H -36.23 1.68 7.26
H -34.58 1.17 7.66
H -34.94 1.93 6.08
H -35.40 4.76 10.93
H -34.14 5.97 10.59
H -33.67 4.37 11.25
C -29.78 7.96 6.57
O -28.66 7.13 6.35
C -27.64 7.30 7.21
O -27.52 8.22 7.96
O -26.73 6.33 7.12
C -26.99 5.20 6.29
H -29.56 9.00 6.31
H -30.14 7.88 7.60
H -30.57 7.62 5.91
H -28.01 4.83 6.29
H -26.38 4.38 6.67
H -26.72 5.39 5.25
*
```

Computed properties:
Total energy, eV: -110233.035


DFT (ωB97M-V/def2-TZVPD) results for a molecular structure, C45H51BrN4O3PbSi2.

```
! RIJCOSX wB97M-V def2-TZVPD def2/J DEFGRID3
* xyz 0 1
Pb -0.22 0.25 0.25
C 4.07 -0.10 3.46
Si 2.73 -1.25 2.78
C 1.18 -1.11 3.83
C 3.17 -3.08 2.88
N 2.36 -0.79 1.06
C 3.34 -0.88 0.13
C 4.68 -1.23 0.41
C 5.67 -1.35 -0.59
C 5.39 -1.09 -1.89
C 4.11 -0.65 -2.22
C 3.08 -0.55 -1.28
O 1.83 -0.26 -1.65
C 1.52 -0.26 -3.06
C 1.63 -1.46 -3.83
C 1.29 -1.37 -5.18
C 0.94 -0.16 -5.79
C 0.88 0.99 -5.01
C 1.10 0.92 -3.64
H 4.94 -0.63 3.74
H 3.65 0.38 4.35
H 4.37 0.65 2.74
H 1.14 -1.86 4.60
H 0.22 -1.20 3.29
H 1.14 -0.13 4.32
H 3.69 -3.31 3.81
H 3.75 -3.39 2.00
H 2.28 -3.74 2.82
H 5.01 -1.45 1.44
H 6.68 -1.65 -0.33
H 6.17 -1.31 -2.64
H 3.92 -0.42 -3.27
H 2.03 -2.38 -3.40
H 1.34 -2.24 -5.83
H 0.67 -0.15 -6.84
H 0.75 1.96 -5.50
H 1.09 1.79 -3.03
C 0.77 -4.32 -1.21
Si -0.74 -3.58 -0.38
C -0.30 -3.22 1.44
C -2.13 -4.83 -0.44
N -1.16 -1.95 -1.01
C -1.82 -1.89 -2.19
C -1.93 -2.96 -3.13
C -2.91 -2.98 -4.11
C -3.77 -1.88 -4.27
C -3.58 -0.73 -3.51
C -2.60 -0.69 -2.51
O -2.41 0.43 -1.72
C -3.21 1.59 -1.95
C -4.42 1.69 -1.27
C -5.14 2.90 -1.43
C -4.58 3.97 -2.14
C -3.34 3.81 -2.76
C -2.65 2.61 -2.67
H 0.95 -5.20 -0.63
H 1.59 -3.62 -1.05
H 0.65 -4.56 -2.24
H -0.05 -4.11 2.00
H -1.16 -2.73 1.95
H 0.56 -2.58 1.50
H -2.49 -5.19 0.51
H -1.82 -5.71 -1.01
H -2.99 -4.42 -1.03
H -1.19 -3.76 -3.08
H -3.06 -3.84 -4.77
H -4.53 -1.93 -5.03
H -4.26 0.12 -3.63
H -4.92 0.84 -0.76
H -6.13 2.96 -1.01
H -5.07 4.94 -2.26
H -2.86 4.65 -3.25
H -1.73 2.53 -3.20
Br 3.75 5.49 5.18
C 2.45 4.28 4.55
C 2.76 3.38 3.52
C 1.78 2.51 3.03
C 0.43 2.65 3.45
C 0.16 3.49 4.55
C 1.17 4.25 5.11
N -0.55 1.87 2.88
C -1.74 1.73 3.44
C -2.70 0.79 2.99
C -3.91 0.75 3.75
C -4.90 -0.04 3.26
C -4.67 -0.85 2.14
C -3.45 -0.78 1.48
N -2.44 0.02 1.90
H 3.80 3.33 3.12
H 1.97 1.78 2.25
H -0.87 3.54 4.90
H 1.01 4.82 6.03
H -2.07 2.36 4.33
H -4.02 1.39 4.62
H -5.89 -0.03 3.75
H -5.46 -1.52 1.78
H -3.27 -1.37 0.59
C 2.66 2.91 -0.63
O 1.34 3.43 -0.77
C 0.39 2.71 -0.24
C -0.80 3.58 -0.03
H 2.77 2.22 0.21
H 3.30 3.77 -0.50
H 2.95 2.36 -1.52
H -0.79 4.41 -0.78
H -0.65 3.94 0.99
H -1.72 3.00 -0.04
*
```

Computed properties:
Total energy, eV: -150638.791


DFT (ωB97M-V/def2-TZVPD) results for a molecular structure, C45H52As2MoN3OP.

```
! RIJCOSX wB97M-V def2-TZVPD def2/J DEFGRID3
* xyz 4 3
Mo -0.48 -1.09 -0.18
C 2.13 -3.50 0.60
C 1.63 -3.38 2.00
As -0.04 -2.19 2.03
C 0.26 -0.98 3.56
C 1.17 0.08 3.44
C 1.51 0.90 4.52
C 1.02 0.59 5.82
C 0.07 -0.42 5.90
C -0.25 -1.26 4.83
C -1.55 -3.30 2.58
C -1.45 -4.70 2.52
C -2.53 -5.46 2.97
C -3.68 -4.88 3.50
C -3.78 -3.47 3.53
C -2.71 -2.70 3.08
As 1.84 -1.86 -0.61
C 3.60 -0.86 -0.30
C 4.82 -1.53 -0.53
C 6.02 -0.91 -0.18
C 6.03 0.32 0.48
C 4.80 0.96 0.77
C 3.59 0.33 0.38
C 2.26 -2.73 -2.28
C 2.95 -1.98 -3.25
C 3.22 -2.61 -4.45
C 2.84 -3.95 -4.72
C 2.19 -4.65 -3.71
C 1.90 -4.08 -2.51
H 1.60 -4.34 0.09
H 3.24 -3.73 0.56
H 1.39 -4.31 2.53
H 2.36 -2.77 2.56
H 1.59 0.23 2.45
H 2.21 1.72 4.35
H 1.35 1.12 6.73
H -0.47 -0.61 6.87
H -0.96 -2.08 5.00
H -0.58 -5.19 2.07
H -2.49 -6.56 2.93
H -4.47 -5.54 3.87
H -4.70 -2.97 3.86
H -2.76 -1.60 3.10
H 4.87 -2.51 -1.03
H 6.95 -1.48 -0.37
H 6.97 0.80 0.79
H 4.77 1.93 1.28
H 2.63 0.89 0.48
H 3.21 -0.97 -2.99
H 3.83 -2.07 -5.17
H 3.01 -4.36 -5.72
H 1.84 -5.68 -3.84
H 1.42 -4.73 -1.75
C -2.80 -5.00 -2.22
C -1.74 -4.05 -1.63
P -1.92 -2.21 -1.73
C -3.73 -1.94 -1.32
C -3.91 -0.49 -0.89
C -1.77 -1.96 -3.53
C -1.58 -0.47 -3.96
H -2.43 -6.04 -2.10
H -2.92 -4.84 -3.30
H -3.75 -4.87 -1.69
H -0.76 -4.27 -2.11
H -1.62 -4.17 -0.53
H -3.97 -2.57 -0.45
H -4.40 -2.20 -2.14
H -3.52 -0.34 0.13
H -5.00 -0.31 -0.78
H -3.47 0.17 -1.62
H -2.71 -2.35 -4.01
H -0.95 -2.59 -3.97
H -1.83 0.18 -3.11
H -2.18 -0.22 -4.84
H -0.50 -0.32 -4.13
C 0.71 9.39 1.88
C 0.16 8.42 0.83
C -1.04 8.66 0.21
C -1.53 7.82 -0.81
C -0.85 6.68 -1.19
N -1.38 5.81 -2.17
C -0.62 4.77 -2.90
O -0.50 4.71 -4.10
N -0.03 3.72 -2.11
C -0.58 3.02 -1.01
C -1.55 3.56 -0.16
C -1.88 2.75 0.97
C -1.57 1.42 1.02
N -0.71 0.88 0.08
C -0.16 1.70 -0.88
C 0.37 6.44 -0.55
C 0.87 7.28 0.41
H 0.52 10.47 1.67
H 1.79 9.18 1.92
H 0.30 9.23 2.89
H -1.71 9.49 0.37
H -2.51 8.00 -1.25
H -2.00 6.24 -2.84
H 0.44 3.08 -2.75
H -2.11 4.47 -0.33
H -2.45 3.13 1.83
H -1.94 0.81 1.81
H 0.59 1.31 -1.59
H 0.90 5.50 -0.70
H 1.80 7.03 0.92
*
```

Computed properties:
Total energy, eV: -186807.432
Expectation value of S²: 2.025